The following is a DFT calculation (wB97M-V/def2-TZVPD) of a structure of composition C11H19CdN4S4Sb.

Calculated values
net charge: -2
Kohn-Sham gap: 5.720 eV
E_tot: -72120.2742 eV
HOMO energy: -1.3 eV
M: 569.74 g/mol

```
40
Properties=species:S:1:pos:R:3:forces:R:3
Sb -5.2385 0.7758 1.6353 -0.11 0.30 0.33
Cd -2.9441 -0.0682 -0.5111 -0.21 0.32 -0.34
S -6.6018 2.5835 1.2715 0.05 -0.16 -0.06
S -2.9212 1.4498 1.5160 -0.26 0.18 -0.07
S -5.2947 -0.7690 -0.2268 0.11 0.21 0.23
S -5.5040 -0.2390 3.6833 0.10 -0.18 -0.13
N -0.6069 -2.0510 0.4904 0.06 -0.10 -0.18
N 0.2778 -1.4093 1.1440 0.23 0.09 0.15
N -1.8199 -1.9518 1.0751 0.14 -0.07 0.27
N -0.3407 -0.8609 2.2088 -0.72 -0.08 -0.16
C -1.3825 0.1774 -1.9356 0.09 -0.32 0.16
C 0.8699 -1.7615 -3.6698 0.04 0.04 0.04
C 0.9946 -0.3533 -3.0652 -0.06 -0.10 0.06
C 2.0978 -0.3520 -1.9989 -0.01 -0.04 -0.04
C 1.3312 1.0092 2.5778 -0.15 -0.31 -0.31
C 2.6420 0.3034 2.2114 -0.09 0.19 0.16
C -1.6461 -1.1926 2.1410 0.62 -0.70 0.10
C 0.3050 0.0166 3.1677 0.42 0.22 0.18
C 1.3223 0.6561 -4.1704 0.03 0.00 0.02
C 0.7597 1.7721 1.3834 -0.10 0.01 0.15
C -0.2905 -0.0334 -2.4242 -0.01 0.26 -0.30
H 2.4331 -0.5216 1.5365 0.09 -0.03 -0.08
H 2.2136 0.6432 -1.5669 -0.01 0.01 0.01
H -0.5041 0.5690 3.6461 -0.02 -0.03 -0.01
H 0.0984 -1.7664 -4.4410 0.01 -0.03 -0.01
H 3.3171 1.0013 1.7112 0.04 0.00 0.03
H 1.8256 -1.0386 -1.1970 0.05 0.00 0.05
H 0.7051 1.1393 0.4967 -0.02 0.00 -0.03
H 0.5712 -2.4616 -2.8894 0.03 -0.05 -0.02
H -2.3695 -1.0441 2.9241 -0.20 0.43 -0.15
H -0.2511 2.1161 1.5997 -0.08 0.05 -0.06
H 0.8163 -0.6007 3.9147 -0.12 0.02 0.05
H 0.5316 0.6673 -4.9218 0.00 0.01 0.00
H 3.1425 -0.0846 3.1034 0.02 -0.03 -0.02
H 1.3730 2.6467 1.1555 0.08 -0.05 -0.03
H 1.8187 -2.0898 -4.1077 0.01 0.02 -0.01
H 1.4146 1.6625 -3.7598 -0.03 0.00 0.02
H 3.0553 -0.6616 -2.4304 0.01 0.00 -0.01
H 1.5322 1.7287 3.3798 -0.05 -0.08 0.05
H 2.2670 0.3930 -4.6575 0.01 -0.01 -0.01
```
Forces are in eV/Å.

Results of the Mulliken charge analysis, in e, for atoms 1 through 8:
1. Sb 0.777
2. Cd 0.711
3. S -0.764
4. S -0.724
5. S -0.687
6. S -0.798
7. N -0.474
8. N -0.055